1.
Computed, not measured: a 8-piece molecular cluster, C30H58N2O12 overall, with ωB97M-V/def2-TZVPD.

Summary:
**M**: 638.80 g/mol
**LUMO**: 0.2147 eV
**Kohn-Sham gap**: 9.175 eV
**Multiplicity**: 1
**HOMO**: -9.0 eV
**F_max**: 1.00 eV Å⁻¹
**SMILES**: C[N+](=O)[O-].C[N+](=O)[O-].c1ccccc1.c1ccccc1.COCCOC.COCCOC.COCCOC.COCCOC

Last column: Mulliken charge in e.
Positions of all 102 atoms, in Å:
C 3.69 -4.27 1.16  -0.738
N 4.12 -2.84 0.99  0.845
O 3.38 -1.97 1.35  -0.457
O 5.21 -2.67 0.46  -0.543
H 3.73 -4.75 0.18  0.291
H 2.72 -4.28 1.62  0.299
H 4.45 -4.70 1.80  0.300
C -2.97 -4.23 1.51  -0.583
N -3.27 -5.55 2.13  0.963
O -2.71 -5.80 3.18  -0.570
O -4.05 -6.29 1.57  -0.557
H -3.74 -4.02 0.78  0.271
H -2.00 -4.33 1.00  0.071
H -2.85 -3.51 2.30  0.377
C 2.72 1.81 -1.58  -0.132
C 1.99 1.56 -0.42  0.141
C 2.63 1.59 0.81  -0.458
C 3.98 1.84 0.89  -0.606
C 4.70 2.12 -0.25  -0.554
C 4.06 2.14 -1.49  -0.404
H 2.23 1.66 -2.54  -0.101
H 0.94 1.33 -0.48  0.278
H 2.02 1.50 1.70  0.497
H 4.43 1.80 1.88  0.441
H 5.76 2.37 -0.26  0.379
H 4.68 2.36 -2.35  0.380
C -0.63 5.87 -1.68  -0.461
C -0.55 5.12 -0.51  -0.592
C -0.81 3.76 -0.56  -0.104
C -1.09 3.13 -1.76  -0.100
C -1.26 3.90 -2.91  -0.574
C -0.99 5.26 -2.88  -0.509
H -0.52 6.95 -1.69  0.353
H -0.36 5.61 0.44  0.428
H -0.81 3.19 0.36  0.342
H -1.14 2.05 -1.84  0.253
H -1.61 3.42 -3.82  0.487
H -1.13 5.90 -3.74  0.379
C -1.40 1.39 2.29  -0.894
O -1.21 0.75 1.04  0.088
C -2.37 0.07 0.63  -0.837
C -2.00 -0.91 -0.47  0.471
O -1.16 -1.94 0.03  0.000
C 0.22 -1.72 -0.22  -0.299
H -2.36 1.90 2.36  0.451
H -0.64 2.16 2.40  -0.013
H -1.32 0.64 3.08  0.331
H -3.12 0.77 0.25  0.381
H -2.80 -0.51 1.45  0.450
H -1.51 -0.36 -1.28  -0.679
H -2.91 -1.41 -0.80  0.414
H 0.52 -0.75 0.18  -0.031
H 0.37 -1.73 -1.31  0.319
H 0.84 -2.48 0.24  -0.019
C 4.72 4.72 8.59  -0.733
O 3.74 4.68 7.59  -0.304
C 4.13 5.39 6.43  -0.526
C 3.02 5.37 5.42  -0.504
O 2.79 4.07 4.99  -0.322
C 1.84 4.03 3.97  -0.669
H 5.59 4.12 8.29  0.301
H 4.30 4.28 9.48  0.242
H 5.02 5.75 8.83  0.295
H 5.03 4.91 6.02  0.317
H 4.37 6.42 6.71  0.390
H 3.36 5.99 4.57  0.342
H 2.13 5.84 5.85  0.311
H 1.56 3.00 3.77  0.147
H 2.22 4.51 3.06  0.361
H 0.93 4.59 4.24  0.349
C 0.56 1.53 -5.38  -0.150
O -0.84 1.43 -5.34  -0.389
C -1.24 0.29 -4.62  0.142
C -2.74 0.16 -4.65  -0.902
O -3.27 1.01 -3.62  -0.069
C -4.64 0.79 -3.41  -0.917
H 1.02 1.45 -4.39  -0.183
H 0.85 2.49 -5.80  0.272
H 0.99 0.73 -6.00  0.368
H -0.91 0.34 -3.58  -0.242
H -0.78 -0.63 -5.02  0.500
H -3.08 -0.87 -4.51  0.470
H -3.16 0.51 -5.60  0.392
H -4.96 1.53 -2.67  0.250
H -4.83 -0.21 -3.02  0.307
H -5.20 1.01 -4.32  0.324
C -0.35 -4.64 -1.61  -0.383
O -0.38 -5.95 -2.10  -0.492
C -1.30 -6.80 -1.44  -0.562
C -2.75 -6.57 -1.85  0.095
O -3.15 -7.64 -2.70  -0.370
C -4.55 -7.73 -2.86  -0.687
H 0.47 -4.13 -2.10  0.245
H -0.17 -4.64 -0.52  0.093
H -1.26 -4.05 -1.75  0.235
H -1.21 -6.70 -0.35  0.274
H -1.02 -7.81 -1.71  0.381
H -2.80 -5.63 -2.42  0.262
H -3.41 -6.50 -0.99  0.069
H -4.90 -7.00 -3.60  0.266
H -5.09 -7.57 -1.92  0.295
H -4.78 -8.73 -3.21  0.249

***

2.
Computed, not measured: a 9-piece molecular cluster, C45H110N6O13 overall in a non-equilibrium geometry, with ωB97M-V/def2-TZVPD.

Summary:
**M**: 943.40 g/mol
**LUMO**: 0.5157 eV
**Kohn-Sham gap**: 8.615 eV
**Multiplicity**: 1
**HOMO**: -8.1 eV
**F_max**: 2.05 eV Å⁻¹
**SMILES**: CC1(C)CCCC(C)(C)N1O.CC1(C)CCCC(C)(C)N1O.COCCNCCOC.COCCNCCOC.COCCNCCOC.COCCNCCOC.CO.CO.CO

Last column: Mulliken charge in e.
Positions of all 174 atoms, in Å:
C 2.52 4.24 3.18  -1.822
C 1.70 2.96 3.00  2.145
C 2.43 1.83 2.31  -2.739
C 1.36 2.43 4.40  -1.290
C 0.20 3.16 5.09  -0.898
C -1.04 3.10 4.18  -1.207
C -0.82 3.71 2.81  1.525
C -1.96 3.19 1.94  -1.763
C -0.85 5.24 2.87  -1.274
N 0.45 3.24 2.29  0.309
O 0.62 3.54 0.93  0.142
H 2.16 4.82 4.04  0.391
H 3.53 4.02 3.53  0.474
H 2.42 4.91 2.33  0.207
H 2.68 1.98 1.25  0.707
H 3.36 1.58 2.83  0.495
H 1.89 0.90 2.46  0.286
H 1.24 1.36 4.53  0.477
H 2.21 2.65 5.05  0.434
H 0.00 2.70 6.05  0.460
H 0.45 4.22 5.17  0.300
H -1.80 3.62 4.77  0.449
H -1.42 2.07 4.19  0.368
H -1.85 2.12 1.79  0.417
H -1.91 3.64 0.94  0.054
H -2.95 3.38 2.33  0.427
H -1.72 5.62 3.42  0.410
H -0.91 5.69 1.88  -0.171
H 0.04 5.58 3.42  0.427
H 0.58 2.67 0.54  -0.024
C 5.67 0.27 -2.32  -1.714
C 7.11 0.65 -1.94  2.151
C 8.14 0.10 -2.94  -1.847
C 7.26 2.18 -1.91  -1.579
C 6.79 2.83 -0.59  -0.448
C 7.38 2.14 0.63  -1.236
C 7.04 0.64 0.60  1.715
C 7.83 0.10 1.81  -2.149
C 5.58 0.35 0.91  -1.377
N 7.53 0.08 -0.64  0.239
O 7.53 -1.34 -0.63  -0.421
H 5.67 0.09 -3.40  0.596
H 5.39 -0.70 -1.91  0.060
H 4.89 1.01 -2.14  0.222
H 8.36 0.86 -3.71  0.471
H 9.10 -0.10 -2.48  0.419
H 7.79 -0.76 -3.52  0.346
H 8.29 2.52 -2.05  0.494
H 6.61 2.53 -2.71  0.475
H 7.05 3.89 -0.65  0.501
H 5.69 2.82 -0.55  0.030
H 6.86 2.61 1.47  0.402
H 8.46 2.22 0.67  0.405
H 7.75 -0.98 1.96  0.395
H 7.41 0.59 2.69  0.410
H 8.90 0.30 1.81  0.481
H 5.18 0.74 1.85  0.302
H 5.41 -0.73 1.06  0.174
H 4.85 0.62 0.15  0.185
H 8.48 -1.51 -0.57  0.352
C -7.83 -2.91 1.99  -0.718
O -8.03 -3.26 0.62  -0.313
C -8.10 -4.65 0.41  -0.502
C -9.45 -5.32 0.64  -0.731
N -10.55 -4.35 0.75  -0.271
C -10.64 -3.44 -0.40  -0.395
C -12.01 -3.54 -1.08  -0.668
O -12.89 -2.70 -0.36  -0.323
C -14.16 -2.55 -0.96  -0.681
H -7.77 -1.83 1.94  0.227
H -6.89 -3.36 2.32  0.301
H -8.64 -3.27 2.63  0.296
H -7.32 -5.18 0.96  0.408
H -7.76 -4.78 -0.63  0.364
H -9.41 -5.84 1.60  0.366
H -9.72 -6.07 -0.12  0.323
H -11.45 -4.81 0.81  0.271
H -9.92 -3.66 -1.21  0.298
H -10.43 -2.40 -0.18  0.201
H -12.32 -4.60 -1.06  0.321
H -12.03 -3.27 -2.14  0.447
H -14.94 -3.11 -0.43  0.230
H -14.10 -2.86 -2.01  0.331
H -14.50 -1.51 -0.90  0.220
C 0.24 -5.30 4.12  -0.809
O 1.21 -4.86 3.21  -0.274
C 1.49 -3.49 3.28  -0.660
C 2.74 -3.20 2.52  -0.763
N 2.61 -3.62 1.14  0.786
C 3.86 -3.61 0.41  0.639
C 3.63 -4.04 -1.03  -0.280
O 2.89 -5.25 -1.07  -0.126
C 3.65 -6.39 -0.72  -0.951
H -0.73 -4.82 3.95  0.283
H 0.47 -4.92 5.13  0.329
H 0.18 -6.38 4.10  0.243
H 1.65 -3.17 4.33  0.533
H 0.66 -2.86 2.94  0.152
H 3.62 -3.73 2.95  0.574
H 3.05 -2.16 2.65  0.227
H 2.19 -4.53 1.06  -0.214
H 4.58 -4.28 0.92  0.624
H 4.31 -2.61 0.38  -0.939
H 4.55 -4.06 -1.62  0.532
H 2.99 -3.30 -1.53  -0.488
H 4.69 -6.32 -1.05  0.407
H 3.25 -7.23 -1.29  0.238
H 3.63 -6.58 0.35  0.302
C -3.67 -2.31 0.96  -0.588
O -2.95 -1.10 0.82  -0.402
C -1.87 -1.21 -0.10  0.213
C -0.65 -1.81 0.57  -0.523
N 0.53 -1.73 -0.28  0.697
C 1.26 -0.49 -0.24  1.482
C 2.01 -0.26 -1.57  -0.222
O 1.62 0.83 -2.36  -0.223
C 0.31 0.79 -2.87  -0.501
H -4.49 -2.16 1.65  0.200
H -3.03 -3.11 1.36  0.249
H -4.08 -2.65 0.00  0.290
H -1.64 -0.19 -0.42  -0.377
H -2.24 -1.73 -1.00  0.228
H -0.84 -2.80 0.98  0.463
H -0.45 -1.23 1.49  0.096
H 1.14 -2.50 -0.01  -0.981
H 1.98 -0.39 0.58  -0.372
H 0.57 0.35 -0.05  -0.474
H 1.96 -1.17 -2.17  0.741
H 3.08 -0.17 -1.36  -1.068
H 0.00 -0.07 -3.48  0.293
H 0.29 1.59 -3.61  0.186
H -0.40 0.92 -2.04  0.143
C -3.04 7.75 -1.74  -0.745
O -2.28 7.16 -0.72  -0.350
C -0.91 7.47 -0.70  -0.539
C -0.09 6.73 -1.73  -0.714
N -0.04 5.26 -1.50  0.419
C -1.25 4.48 -1.75  -0.044
C -1.47 4.22 -3.22  -0.220
O -2.64 3.46 -3.50  -0.443
C -2.42 2.65 -4.62  -0.514
H -3.19 7.04 -2.56  0.235
H -2.60 8.66 -2.17  0.344
H -3.97 8.14 -1.31  0.274
H -0.59 7.19 0.31  0.164
H -0.74 8.56 -0.69  0.478
H 0.96 7.00 -1.78  0.421
H -0.52 6.78 -2.73  0.375
H 0.34 4.95 -0.62  0.076
H -2.11 4.88 -1.20  0.311
H -1.12 3.50 -1.26  -0.285
H -0.56 3.81 -3.66  0.187
H -1.65 5.22 -3.67  0.176
H -2.07 3.23 -5.48  0.305
H -3.34 2.18 -4.96  0.311
H -1.72 1.84 -4.40  0.066
C -0.18 -6.27 -0.58  -0.008
O 0.11 -7.18 0.50  -0.615
H 0.19 -5.27 -0.37  -0.244
H 0.36 -6.71 -1.43  0.153
H -1.23 -6.23 -0.83  0.435
H 0.99 -6.95 0.81  0.301
C 2.47 3.90 -4.01  -0.191
O 2.42 4.91 -3.00  -0.633
H 3.52 3.90 -4.31  0.302
H 2.17 2.92 -3.66  -0.210
H 1.91 4.20 -4.90  0.276
H 1.53 4.86 -2.60  0.454
C 0.19 -3.62 -3.27  -0.346
O -0.33 -4.93 -3.29  -0.541
H -0.63 -2.95 -3.04  0.135
H 0.85 -3.49 -2.40  0.109
H 0.75 -3.26 -4.15  0.334
H 0.35 -5.59 -3.39  0.317

***

3.
Computed, not measured: C15H29CsF2N2O4S2 as an isolated structure in a non-equilibrium geometry, with ωB97M-V/def2-TZVPD.

Summary:
**Net charge**: -2
**M**: 536.44 g/mol
**LUMO**: 3.9729 eV
**Kohn-Sham gap**: 5.067 eV
**Multiplicity**: 1
**HOMO**: -1.1 eV
**F_max**: 2.47 eV Å⁻¹

Last column: Mulliken charge in e.
Positions of all 55 atoms, in Å:
Cs -1.03 -0.29 0.14  1.210
C -0.97 3.18 3.67  -1.401
C -0.92 3.37 2.18  0.775
C -2.08 3.34 1.42  -0.576
C -2.05 3.45 0.04  0.751
C -3.33 3.40 -0.75  -1.612
C -0.82 3.57 -0.60  -0.430
C 0.37 3.56 0.12  0.975
C 1.70 3.57 -0.58  -1.438
C 0.30 3.48 1.51  -0.507
H -1.22 2.14 3.91  0.088
H -1.75 3.80 4.12  0.425
H -0.02 3.44 4.13  0.338
H -3.03 3.17 1.93  0.278
H -3.73 4.40 -0.95  0.307
H -4.10 2.83 -0.21  0.371
H -3.18 2.91 -1.72  0.323
H -0.79 3.63 -1.69  0.259
H 1.75 4.36 -1.33  0.363
H 1.89 2.62 -1.09  0.125
H 2.51 3.73 0.13  0.367
H 1.22 3.45 2.08  0.197
N 1.09 -0.04 2.69  0.028
C 2.16 -0.98 3.02  -0.869
C 3.08 -1.22 1.83  -0.446
C 2.41 -2.05 0.74  0.104
C 3.14 -2.06 -0.59  -0.793
N 3.11 -0.72 -1.20  -0.644
H 1.37 0.91 2.87  0.036
H 0.24 -0.21 3.24  -0.134
H 1.67 -1.93 3.31  0.370
H 2.75 -0.68 3.89  0.334
H 4.00 -1.72 2.15  0.289
H 3.37 -0.25 1.42  0.273
H 1.40 -1.66 0.58  -0.509
H 2.28 -3.08 1.09  0.385
H 2.69 -2.82 -1.24  0.312
H 4.18 -2.36 -0.42  0.417
H 2.12 -0.48 -1.39  0.268
H 3.56 -0.75 -2.11  0.273
O -2.76 0.43 1.82  -0.818
S -2.76 -0.82 2.63  1.152
O -1.93 -1.82 1.93  -0.862
O -4.12 -1.29 2.86  -0.715
S -1.89 -0.42 4.46  -0.746
F -2.00 -2.08 -4.09  -0.274
C -0.66 -2.26 -3.85  1.001
F -0.48 -3.58 -3.50  -0.276
H -0.15 -2.12 -4.81  0.117
C 0.65 0.82 -2.94  -0.721
O 0.36 -0.09 -1.94  -0.744
H -0.03 1.70 -2.94  0.150
H 0.57 0.41 -3.98  0.183
H 1.67 1.25 -2.89  0.210
H -0.33 -1.60 -3.05  -0.540

***

4.
Computed, not measured: a 7-piece molecular cluster, C25H31Cl3F18O12 overall in a non-equilibrium geometry, with ωB97M-V/def2-TZVPD.

Summary:
**Net charge**: -1
**⟨S²⟩**: 0.753
**M**: 971.83 g/mol
**LUMO (spin up / spin down)**: 1.9130 / 1.8890 eV
**Kohn-Sham gap (spin up / spin down)**: 2.497 / 7.360 eV
**Multiplicity**: 2
**HOMO (spin up / spin down)**: -0.6 / -5.5 eV
**F_max**: 6.29 eV Å⁻¹

Last column: Mulliken charge in e.
Positions of all 89 atoms, in Å:
C -0.39 0.07 10.17  -1.118
C 0.81 0.61 11.10  -0.300
O 0.31 1.03 12.35  -0.237
C -0.35 2.26 12.41  0.207
O -0.42 3.08 11.53  -0.521
C -0.96 2.56 13.80  0.979
F -0.53 1.58 14.66  -0.214
F -0.55 3.75 14.16  -0.218
F -2.28 2.51 13.57  -0.254
H -0.88 0.82 9.54  0.319
H -1.13 -0.56 10.67  0.310
H 0.02 -0.62 9.43  0.382
H 1.38 1.38 10.58  0.318
H 1.50 -0.17 11.42  0.328
C 0.99 3.61 21.08  -1.256
C 0.47 2.26 21.39  0.428
O 1.54 1.42 21.59  -0.269
C 1.42 0.06 21.55  0.349
O 0.25 -0.42 21.37  -0.415
C 2.69 -0.80 21.81  0.714
F 2.79 -0.97 23.12  -0.245
F 2.53 -2.07 21.29  -0.247
F 3.79 -0.31 21.23  -0.172
H 1.55 4.10 21.88  0.351
H 0.07 4.18 21.01  0.406
H 1.66 3.59 20.22  0.116
H -0.17 1.79 20.64  -0.150
H -0.21 2.48 22.21  0.309
C 4.28 -0.33 16.38  -1.341
C 2.86 0.18 16.17  0.148
O 2.72 1.57 16.27  -0.280
C 2.68 2.24 17.40  0.326
O 2.68 1.74 18.57  -0.673
C 2.74 3.77 17.27  0.615
F 3.54 4.15 16.28  -0.311
F 1.56 4.38 16.93  -0.269
F 3.33 4.29 18.35  -0.284
H 4.49 -0.30 17.45  0.239
H 5.03 0.24 15.84  0.280
H 4.44 -1.38 16.11  0.459
H 2.17 -0.34 16.84  0.052
H 2.63 -0.17 15.16  0.270
C -2.18 -1.72 21.78  -0.463
C -3.27 -2.78 22.08  -0.416
O -3.04 -3.59 23.27  -0.222
C -3.98 -4.49 23.71  0.390
O -5.16 -4.53 23.26  -0.556
C -3.53 -5.37 24.91  0.806
F -2.22 -5.62 24.85  -0.233
F -3.86 -4.74 26.08  -0.244
F -4.00 -6.60 24.93  -0.241
H -1.67 -1.55 22.73  0.355
H -2.57 -0.78 21.38  0.285
H -1.52 -2.14 21.03  -0.113
H -3.40 -3.43 21.21  0.245
H -4.30 -2.41 22.09  0.434
C -0.93 -4.10 19.16  -0.626
C 0.17 -5.16 18.82  -0.630
O -0.20 -6.44 19.45  -0.268
C -0.74 -7.38 18.63  0.471
O -0.95 -7.32 17.41  -0.554
C -0.97 -8.73 19.47  0.783
F -0.58 -9.89 18.85  -0.252
F -0.40 -8.74 20.70  -0.234
F -2.26 -8.84 19.66  -0.236
H -0.56 -3.11 18.90  0.217
H -1.38 -4.12 20.15  0.194
H -1.76 -4.27 18.48  0.315
H 1.11 -4.74 19.16  0.391
H 0.18 -5.33 17.74  0.361
C -4.18 -1.19 15.22  -0.447
C -5.43 -2.00 15.24  -0.352
O -6.10 -1.43 16.44  -0.318
C -6.03 -1.87 17.66  0.489
O -5.55 -2.99 17.90  -0.600
C -6.49 -0.77 18.68  0.843
F -6.15 0.48 18.26  -0.237
F -7.83 -0.74 18.77  -0.268
F -5.96 -1.05 19.90  -0.176
H -3.68 -1.09 16.18  -0.291
H -4.50 -0.22 14.84  0.331
H -3.46 -1.56 14.49  0.446
H -5.29 -3.08 15.26  0.323
H -6.07 -1.81 14.38  0.245
C -1.92 0.62 17.78  -0.182
Cl -2.33 -1.04 18.37  -0.038
Cl -0.23 0.95 17.96  0.075
Cl -2.75 1.89 18.77  -0.184
H -2.27 0.70 16.75  0.253

***

5.
Computed, not measured: one molecule with the formula C5H15N3 in a non-equilibrium geometry, with ωB97M-V/def2-TZVPD.

Summary:
**M**: 117.20 g/mol
**LUMO**: 1.0139 eV
**Kohn-Sham gap**: 9.527 eV
**Multiplicity**: 1
**HOMO**: -8.5 eV
**F_max**: 4.45 eV Å⁻¹
**SMILES**: CNC[C@H](N)CCN

Last column: Mulliken charge in e.
Positions of all 23 atoms, in Å:
C -1.76 3.03 -0.03  -0.974
N -0.56 2.12 -0.24  -0.242
C -0.73 0.70 0.08  -0.504
C 0.33 -0.24 -0.80  0.247
N -0.49 -1.43 -1.31  -0.752
C 1.57 -0.53 0.04  -0.891
C 1.40 -1.57 1.17  -0.433
N 1.44 -2.92 0.57  -0.690
H -2.12 3.51 0.90  0.278
H -1.63 3.85 -0.84  0.331
H -2.56 2.58 -0.65  0.336
H 0.21 2.61 0.12  0.197
H -1.80 0.54 -0.32  0.392
H -0.71 0.42 1.23  0.089
H 0.54 0.29 -1.72  0.286
H -0.95 -1.97 -0.63  0.182
H -1.18 -1.13 -2.01  0.273
H 2.00 0.39 0.44  0.364
H 2.46 -0.88 -0.56  0.345
H 0.45 -1.50 1.86  0.268
H 2.26 -1.51 1.80  0.349
H 0.83 -2.83 -0.23  0.318
H 0.98 -3.52 1.12  0.231

***

6.
Computed, not measured: an isolated ion of composition C3H13N2Si and charge +1 in a non-equilibrium geometry, with ωB97M-V/def2-TZVPD.

Summary:
**Net charge**: +1
**M**: 105.24 g/mol
**LUMO**: -2.9475 eV
**Kohn-Sham gap**: 10.537 eV
**Multiplicity**: 1
**HOMO**: -13.5 eV
**F_max**: 2.91 eV Å⁻¹
**SMILES**: CN[C@@H]([SiH3])[NH2+]C

Last column: Mulliken charge in e.
Positions of all 19 atoms, in Å:
C 1.04 1.38 1.68  -0.897
N 0.46 0.05 1.53  -0.220
C 0.41 -0.55 0.22  -0.291
Si -0.25 -2.43 0.01  0.456
N -0.78 0.55 -0.51  -0.341
C -0.76 0.77 -2.03  -0.796
H 0.24 2.03 2.05  0.316
H 2.03 1.42 2.30  0.306
H 1.44 1.66 0.62  0.296
H 0.34 -0.39 2.45  0.251
H 1.30 -0.20 -0.40  0.414
H 0.67 -3.09 0.86  -0.057
H -0.12 -2.73 -1.49  -0.039
H -1.63 -2.40 0.37  -0.066
H -1.59 -0.02 -0.32  0.333
H -0.68 1.44 -0.02  0.352
H -1.49 1.51 -2.24  0.383
H 0.25 1.18 -2.45  0.307
H -0.89 -0.17 -2.63  0.293